1.
Here is a molecular structure, C26H24N7O7PRe in a non-equilibrium geometry from the OMol25 dataset. Energies are from the ωB97M-V functional and the def2-TZVPD basis.

Results
Expectation value of S²: 0.764
2S+1: 2
HOMO level (alpha / beta), Ha: -0.5299 / -0.5235
Frontier orbital gap (alpha / beta), eV: 8.0171 / 6.9960
Total charge: +2
Energy above the lowest of the compared OMol25 structures with the same formula, charge and spin, eV: 0.7645
LUMO level (alpha / beta), eV: -6.40 / -7.25

Positions of all 66 atoms, in Å:
Re  -0.24926  -0.16892  -0.03768
N  2.55290  1.50413  0.16489
N  2.82113  1.42497  1.53704
C  2.14615  0.58534  2.32012
N  2.47996  0.47602  3.59374
N  1.13177  -0.10000  1.72282
N  0.46055  -1.05507  2.40972
O  -0.40842  -1.55282  1.63711
O  0.63483  -1.41052  3.53295
H  3.18687  0.88985  -0.33817
H  2.69492  2.46226  -0.13132
H  3.59762  1.94376  1.92397
H  3.24483  1.00613  3.98107
H  1.98562  -0.17254  4.18830
C  1.09643  1.44439  -3.26776
C  -0.04582  1.93622  -2.46113
N  -0.46548  1.45649  -1.29358
C  -1.52342  2.24581  -0.87418
C  -1.73898  3.21943  -1.79207
N  -0.80311  3.00331  -2.77068
C  -2.73859  4.31214  -1.99054
O  -3.61430  4.51213  -1.02201
O  -2.69541  4.93284  -3.01456
C  -2.12943  1.92532  0.42150
O  -3.03132  2.56185  0.90129
O  -1.53390  0.87965  1.01227
H  1.52751  0.56034  -2.80164
H  1.86435  2.21516  -3.34920
H  0.77385  1.18855  -4.27616
H  -0.75454  3.58513  -3.59989
H  -3.47815  3.90159  -0.26361
O  1.69306  -1.29396  -0.88999
C  0.58831  -1.78975  -0.87127
C  0.00182  -3.07412  -1.23226
C  0.69778  -4.26837  -1.38831
C  -0.02518  -5.40170  -1.72198
C  -1.40488  -5.32324  -1.92738
C  -2.08627  -4.12035  -1.78773
C  -1.37023  -2.99183  -1.41569
P  -2.00740  -1.30515  -1.26317
C  -2.31843  -0.79634  -2.96717
C  -3.58847  -0.48108  -3.44359
C  -3.76287  -0.17059  -4.78729
C  -2.68235  -0.18766  -5.65404
C  -1.41627  -0.52425  -5.18547
C  -1.23435  -0.82344  -3.84698
C  -3.52245  -1.31754  -0.30435
C  -4.33375  -0.18013  -0.29024
C  -5.46407  -0.14361  0.50609
C  -5.78684  -1.23722  1.29960
C  -4.97314  -2.35953  1.30710
C  -3.83598  -2.40173  0.51324
H  1.76878  -4.30611  -1.23990
H  0.48050  -6.35105  -1.83121
H  -1.95199  -6.21294  -2.20894
H  -3.15165  -4.06907  -1.97309
H  -4.44611  -0.49386  -2.78662
H  -4.75026  0.07331  -5.15474
H  -2.82557  0.04554  -6.70052
H  -0.57883  -0.56815  -5.86992
H  -0.24954  -1.10842  -3.49192
H  -4.08636  0.68513  -0.89357
H  -6.08973  0.73837  0.51247
H  -6.67051  -1.20779  1.92252
H  -5.22045  -3.20530  1.93388
H  -3.19616  -3.27365  0.54692

Just the Löwdin charges please, in e? Sure, here they are:
1. Re 1.4609
2. N 0.0622
3. N 0.0213
4. C -0.3333
5. N 0.2479
6. N 0.0438
7. N -0.3637
8. O -0.0530
9. O 0.1721
10. H 0.1044
11. H 0.1130
12. H 0.1740
13. H 0.1480
14. H 0.1151
15. C 0.0248
16. C -0.2991
17. N -0.0279
18. C -0.1291
19. C -0.0351
20. N 0.2239
21. C -0.4579
22. O 0.1778
23. O 0.1601
24. C -0.5229
25. O 0.1437
26. O -0.1820
27. H 0.0709
28. H 0.1031
29. H 0.0879
30. H 0.1946
31. H 0.0910
32. O 0.0421
33. C -0.4721
34. C -0.2166
35. C 0.0230
36. C -0.0177
37. C -0.0108
38. C -0.0335
39. C -0.2838
40. P 1.0596
41. C -0.3220
42. C -0.0575
43. C -0.0413
44. C -0.0426
45. C -0.0619
46. C -0.1089
47. C -0.3402
48. C -0.1122
49. C -0.0365
50. C -0.0361
51. C -0.0438
52. C -0.0704
53. H 0.1336
54. H 0.1246
55. H 0.1259
56. H 0.1290
57. H 0.1014
58. H 0.1211
59. H 0.1205
60. H 0.1172
61. H 0.1021
62. H 0.1026
63. H 0.1232
64. H 0.1208
65. H 0.1189
66. H 0.1060

2.
Here is 4 unconnected molecules or ions with the total composition C26H25BClN5O6 from the OMol25 dataset. Energies are from the ωB97M-V functional and the def2-TZVPD basis.

Results
2S+1: 1
HOMO level, Ha: -0.3193
Frontier orbital gap, eV: 8.5062
LUMO level, eV: -0.18
Structure (SMILES): Nc1cc2c(c(B(O)O)c1CCC(=O)O)C(=O)N(Cl)C2=O.c1ccncc1.c1ccncc1.c1ccncc1

Positions of all 64 atoms, in Å:
N  1.23716  -1.73424  3.26542
C  1.87502  -0.93145  2.30100
C  3.09133  -0.36137  2.67031
C  3.72943  0.47529  1.78831
C  3.18277  0.76524  0.54658
C  1.98277  0.18039  0.09956
B  1.46148  0.44355  -1.38902
O  0.17284  0.11624  -1.80572
O  2.26915  0.98458  -2.34409
C  1.31584  -0.66194  1.03021
C  -0.02617  -1.28272  0.71825
C  -1.20698  -0.27079  0.84662
C  -0.78697  1.02502  1.48797
O  -0.55851  1.15178  2.64720
O  -0.63402  2.09511  0.63131
C  4.11782  1.75704  -0.07941
O  3.99529  2.54598  -0.95485
N  5.34497  1.71352  0.70223
Cl  6.67863  1.11462  -0.14581
C  5.04778  1.13468  1.95605
O  5.70278  1.19670  2.94716
H  1.93508  -2.18311  3.84375
H  0.66316  -2.46364  2.87165
H  3.53327  -0.56132  3.63669
H  0.12629  -0.81589  -2.03488
H  3.08503  0.48753  -2.48468
H  -0.26631  -2.11277  1.36638
H  -0.02789  -1.68013  -0.28654
H  -2.00272  -0.67786  1.46296
H  -1.60610  -0.03956  -0.13094
H  -1.47868  2.54510  0.51029
C  -6.44909  -2.10323  0.86222
C  -6.23231  -1.27428  1.94852
C  -5.12865  -1.51719  2.75160
N  -4.26159  -2.50534  2.53874
C  -4.48631  -3.29398  1.48854
C  -5.55765  -3.13727  0.62363
H  -7.29801  -1.94547  0.20906
H  -6.89898  -0.45428  2.16815
H  -4.92067  -0.88871  3.61105
H  -3.76758  -4.09305  1.33925
H  -5.68819  -3.80839  -0.21437
C  7.34553  -1.47144  -4.91651
C  6.68828  -0.27866  -5.16818
C  5.46460  -0.05984  -4.55523
N  4.87994  -0.93428  -3.73669
C  5.52585  -2.07765  -3.50828
C  6.75351  -2.39303  -4.06810
H  8.30375  -1.68015  -5.37454
H  7.11279  0.46814  -5.82443
H  4.91703  0.86124  -4.72174
H  5.02533  -2.77073  -2.84111
H  7.23134  -3.33664  -3.84416
C  -5.52300  4.33027  0.32035
C  -4.79450  3.79523  1.37083
C  -4.80330  2.41888  1.54237
N  -5.47137  1.57931  0.75403
C  -6.16713  2.11040  -0.24923
C  -6.22568  3.47143  -0.50919
H  -5.54261  5.39910  0.15124
H  -4.23203  4.42809  2.04367
H  -4.24419  1.95590  2.35043
H  -6.70278  1.40388  -0.87482
H  -6.80590  3.84614  -1.34100

Just the Löwdin charges please, in e? Sure, here they are:
1. N 0.1227
2. C -0.2278
3. C 0.0681
4. C -0.0861
5. C -0.0296
6. C 0.0596
7. B -0.5707
8. O 0.1318
9. O 0.1737
10. C -0.1034
11. C -0.0932
12. C -0.0589
13. C -0.5138
14. O 0.1529
15. O 0.0800
16. C -0.4131
17. O 0.1555
18. N -0.3908
19. Cl 0.7442
20. C -0.4538
21. O 0.1470
22. H 0.0937
23. H 0.0752
24. H 0.1335
25. H 0.1032
26. H 0.0847
27. H 0.0954
28. H 0.1021
29. H 0.1126
30. H 0.1077
31. H 0.1129
32. C -0.0820
33. C -0.0898
34. C -0.1616
35. N 0.0483
36. C -0.1683
37. C -0.0774
38. H 0.1038
39. H 0.0942
40. H 0.1028
41. H 0.0982
42. H 0.0987
43. C -0.0772
44. C -0.0674
45. C -0.1447
46. N 0.0530
47. C -0.1535
48. C -0.0723
49. H 0.1060
50. H 0.1032
51. H 0.1098
52. H 0.1030
53. H 0.1014
54. C -0.0770
55. C -0.0713
56. C -0.1564
57. N 0.0587
58. C -0.1496
59. C -0.0696
60. H 0.1068
61. H 0.1042
62. H 0.1046
63. H 0.1038
64. H 0.1021

3.
Here is a molecular structure, C26H25BCrN7OSSi in a non-equilibrium geometry from the OMol25 dataset. Energies are from the ωB97M-V functional and the def2-TZVPD basis.

Results
Expectation value of S²: 6.088
2S+1: 5
HOMO level (alpha / beta), Ha: -0.0421 / -0.1532
Frontier orbital gap (alpha / beta), eV: 3.6791 / 6.7004
Total charge: -1
Energy above the lowest of the compared OMol25 structures with the same formula, charge and spin, eV: 0.4778
LUMO level (alpha / beta), eV: 2.53 / 2.53

Positions of all 63 atoms, in Å:
Cr  -0.90134  -0.34698  0.29838
C  -1.27321  3.85430  -0.07378
C  -1.40989  2.55936  -0.56639
N  -0.99956  1.68167  0.34359
N  -0.60389  2.36988  1.42089
C  -0.76183  3.68800  1.19797
B  -0.41102  1.64205  2.75731
N  0.62765  0.53247  2.64301
C  1.52670  0.13167  3.56823
C  1.98308  -1.12024  3.21119
C  1.29985  -1.42935  2.03826
N  0.48957  -0.42206  1.70582
N  -1.75136  0.92587  2.99620
C  -2.74145  1.23053  3.85184
C  -3.79629  0.37461  3.60962
C  -3.35506  -0.43492  2.56312
N  -2.12767  -0.08721  2.20666
H  -1.50069  4.77690  -0.57454
H  -1.78702  2.22306  -1.51216
H  -0.51313  4.41075  1.95096
H  -0.15690  2.40579  3.62844
H  1.76923  0.75028  4.40992
H  2.69249  -1.73451  3.72740
H  1.34044  -2.32156  1.44114
H  -2.63594  2.03003  4.55825
H  -4.74511  0.34876  4.10547
H  -3.85567  -1.23964  2.06096
O  -2.49103  -0.39666  -0.89528
N  -2.98234  -1.58198  -1.31265
C  -4.12087  -1.59811  -2.09739
C  -4.58330  -2.76417  -2.62731
C  -3.92855  -3.97936  -2.37722
C  -2.81415  -3.95004  -1.51690
C  -2.36247  -2.77206  -0.98277
S  -1.07642  -2.71252  0.16752
H  -4.58587  -0.63575  -2.23666
H  -5.47342  -2.74633  -3.23770
H  -4.28270  -4.91450  -2.77851
H  -2.29651  -4.85319  -1.23291
C  2.95315  3.87900  -0.23527
C  3.05080  2.73510  0.53844
C  2.44364  1.56674  0.12311
C  1.72046  1.48316  -1.06495
C  1.66680  2.63894  -1.84000
C  2.26387  3.81937  -1.43477
Si  0.69986  -0.09941  -1.48273
C  2.09561  -1.33062  -1.93634
C  3.12588  -1.60434  -1.04173
C  4.17883  -2.43416  -1.37195
C  4.22157  -3.04231  -2.61597
C  3.19194  -2.81148  -3.51340
C  2.15366  -1.96174  -3.17740
H  3.41363  4.80209  0.09171
H  3.59874  2.75933  1.47115
H  2.53571  0.69629  0.75227
H  1.13098  2.61241  -2.77898
H  2.19251  4.70695  -2.05041
H  0.24808  0.21699  -2.88950
H  3.11126  -1.14927  -0.06459
H  4.97563  -2.61065  -0.66093
H  5.04551  -3.69345  -2.88082
H  3.20975  -3.29899  -4.48064
H  1.36775  -1.77482  -3.89628

Just the Löwdin charges please, in e? Sure, here they are:
1. Cr 0.3497
2. C -0.0469
3. C -0.1169
4. N -0.0525
5. N 0.0020
6. C -0.0609
7. B -0.5263
8. N -0.0035
9. C -0.0592
10. C -0.0438
11. C -0.1505
12. N -0.0916
13. N -0.0251
14. C -0.0812
15. C -0.0657
16. C -0.1140
17. N 0.0166
18. H 0.0921
19. H 0.1204
20. H 0.1170
21. H 0.1196
22. H 0.1171
23. H 0.0911
24. H 0.0871
25. H 0.1109
26. H 0.0821
27. H 0.1150
28. O -0.3164
29. N -0.2271
30. C -0.0921
31. C -0.1487
32. C -0.1625
33. C -0.1687
34. C -0.6739
35. S 0.6563
36. H 0.0959
37. H 0.0832
38. H 0.0636
39. H 0.0816
40. C -0.1158
41. C -0.0974
42. C -0.1226
43. C -0.3085
44. C -0.1257
45. C -0.1105
46. Si 0.7134
47. C -0.3077
48. C -0.1172
49. C -0.1031
50. C -0.1163
51. C -0.1079
52. C -0.1155
53. H 0.0894
54. H 0.0957
55. H 0.0698
56. H 0.0896
57. H 0.0925
58. H -0.0114
59. H 0.0709
60. H 0.0936
61. H 0.0901
62. H 0.0931
63. H 0.0879

4.
Here is a molecular structure, C26H25Cl2InN4O4S3 in a non-equilibrium geometry from the OMol25 dataset. Energies are from the ωB97M-V functional and the def2-TZVPD basis.

Results
2S+1: 1
HOMO level, Ha: 0.0353
Frontier orbital gap, eV: 2.3253
Total charge: -2
Energy above the lowest of the compared OMol25 structures with the same formula, charge and spin, eV: 0.0000
LUMO level, eV: 3.29

Positions of all 65 atoms, in Å:
In  -0.12776  1.22141  1.23756
Cl  -3.65371  -0.38330  1.32140
C  -4.13522  0.16334  -0.24256
C  -5.52013  0.25389  -0.45697
C  -5.99044  0.73267  -1.63406
C  -5.06656  0.97049  -2.67871
C  -3.70701  0.85698  -2.49792
Cl  -2.66418  1.01492  -3.86251
C  -3.14542  0.45730  -1.23030
S  -1.43687  0.33580  -1.04503
H  -6.19351  -0.05386  0.34928
H  -7.04703  0.91777  -1.81019
H  -5.39430  1.44590  -3.61702
C  2.28027  -4.77488  -1.68913
C  1.17960  -4.01610  -2.13628
C  0.35863  -3.33332  -1.25870
C  0.62370  -3.44801  0.14673
C  1.74579  -4.19928  0.57073
C  2.55276  -4.81868  -0.32897
N  -0.28310  -2.92656  1.01179
N  -0.20491  -3.37620  2.23534
C  -1.10880  -2.94327  3.10508
C  -1.95828  -3.88172  3.80069
C  -3.03752  -3.37068  4.46485
C  -3.26818  -1.96109  4.53036
C  -2.32581  -1.10853  4.00965
N  -1.25583  -1.54477  3.33500
H  2.84593  -5.30812  -2.46402
H  1.05919  -3.94069  -3.19177
H  -0.49549  -2.78137  -1.57573
H  1.85402  -4.25538  1.65824
H  3.36010  -5.36368  0.09627
H  -1.72114  -4.96859  3.81499
H  -3.75717  -4.06661  4.93523
H  -4.15597  -1.58671  5.01610
H  -2.42443  -0.01412  4.06133
O  0.91023  3.24871  1.58391
S  -0.45021  3.98620  1.77337
O  -0.64804  4.84296  0.53392
O  -1.41633  2.81835  1.80219
O  -0.41205  4.69164  3.02422
S  0.14027  -0.43541  3.08008
C  3.41962  3.79917  -2.96399
N  2.06501  3.35091  -2.50141
C  1.62387  2.01594  -3.05367
C  1.76198  3.38974  -0.96452
C  2.43050  2.25134  -0.23767
C  3.84880  2.28281  -0.17386
C  4.57577  1.17013  0.17324
C  3.89074  -0.00713  0.55191
C  2.50903  0.01914  0.55725
C  1.79799  1.16870  0.33167
H  3.32614  4.12644  -4.01141
H  4.18919  2.98750  -2.88580
H  3.68800  4.70007  -2.33977
H  1.34838  4.04762  -2.86080
H  2.28486  1.17959  -2.77757
H  1.55295  2.10338  -4.15088
H  0.61321  1.80260  -2.65739
H  0.65615  3.38172  -0.91696
H  2.09427  4.37439  -0.54933
H  4.37952  3.22414  -0.39765
H  5.67779  1.31538  0.28515
H  4.36150  -0.91150  0.94537
H  1.99962  -0.86949  0.81968

Just the Löwdin charges please, in e? Sure, here they are:
1. In 0.4887
2. Cl 0.7495
3. C -0.6453
4. C -0.1543
5. C -0.1292
6. C -0.1531
7. C -0.7101
8. Cl 0.6109
9. C -0.7130
10. S 0.5676
11. H 0.0983
12. H 0.0897
13. H 0.0918
14. C -0.1809
15. C -0.1588
16. C -0.0569
17. C -0.3270
18. C -0.0909
19. C -0.1768
20. N -0.0240
21. N -0.0442
22. C -0.3730
23. C -0.0517
24. C -0.1599
25. C -0.1447
26. C -0.2776
27. N -0.3854
28. H 0.0629
29. H 0.0638
30. H 0.0654
31. H 0.0790
32. H 0.0682
33. H 0.1034
34. H 0.0800
35. H 0.0728
36. H 0.1020
37. O -0.4553
38. S 0.3499
39. O -0.4145
40. O -0.4273
41. O -0.3407
42. S 0.6254
43. C -0.0303
44. N -0.1743
45. C 0.0032
46. C -0.0811
47. C -0.2795
48. C -0.0887
49. C -0.1102
50. C -0.0645
51. C -0.1309
52. C -0.2254
53. H 0.0880
54. H 0.1081
55. H 0.1091
56. H 0.1959
57. H 0.1165
58. H 0.0975
59. H 0.0710
60. H 0.1127
61. H 0.1447
62. H 0.1021
63. H 0.0987
64. H 0.1052
65. H 0.0575

no.,total energy (eV)
1,-63518.5597
2,-60302.8176
3,-87659.9127
4,-104239.5810